No. 1
9
Properties=species:S:1:pos:R:3:lowdin_spin:R:1 method="wB97M-V/def2-TZVPD" homo_ev="-14.04 / -15.44" spin_multiplicity=5 total_charge=+1 relative_energy_ev=0.085 s2=6.011 lumo_ev="-5.34 / -8.84" gap_ha="0.3197 / 0.2426"
O -1.588 0.434 -1.023 0.0911
O 0.462 -0.077 1.438 0.2599
O 2.698 -0.175 1.696 0.8420
Rh -0.205 -0.674 -0.276 2.4458
O 1.707 -0.799 -0.226 0.2161
C 1.683 -0.372 1.020 0.0891
C -2.226 1.402 -0.621 0.0484
H -2.704 1.391 0.373 0.0045
H -2.457 2.238 -1.301 0.0030

=====

No. 2
9
Properties=species:S:1:pos:R:3:lowdin_charge:R:1 method="wB97M-V/def2-TZVPD" homo_ev=-10.31 relative_energy_ev=1.165 lumo_ev=-2.05 gap_ha=0.3037
S -2.651 -0.030 -0.282 0.9916
O -1.542 0.671 -0.927 -0.4324
O -0.842 -1.499 0.169 -0.0576
H -0.208 0.893 1.220 0.1356
H 0.541 -0.954 -1.208 0.1492
O 1.257 1.268 -0.118 0.1042
C -0.067 -0.701 -0.322 -0.2737
C 0.350 0.618 0.311 -0.2534
O -3.216 0.664 0.833 -0.3634

=====

No. 3
6
Properties=species:S:1:pos:R:3:lowdin_charge:R:1 method="wB97M-V/def2-TZVPD" homo_ev=-9.91 relative_energy_ev=2.322 lumo_ev=-2.08 gap_ha=0.2875
S 1.938 -0.155 -0.391 0.7648
C 0.493 0.477 0.007 -0.6963
H -0.374 -1.551 0.686 0.2085
C -0.548 -0.379 -0.016 -0.3537
H 0.241 1.630 0.279 0.1472
O -1.750 -0.022 -0.567 -0.0706

=====

No. 4
6
Properties=species:S:1:pos:R:3:lowdin_charge:R:1 method="wB97M-V/def2-TZVPD" homo_ev=-9.91 relative_energy_ev=0.109 lumo_ev=0.58 gap_ha=0.3853
H -1.177 0.046 0.844 0.0644
H -1.135 0.051 -0.899 0.0995
S 0.874 1.379 -0.002 0.9034
C -0.570 0.197 0.023 -0.3243
O 1.312 -1.321 -0.022 0.1282
C 0.696 -0.354 0.057 -0.8713

=====

no.,E_tot (hartree),maximum force (eV Å⁻¹)
1,-488.4286,4.6
2,-776.4784,2.2
3,-550.7029,11.5
4,-550.7842,3.9